Molecular formula: C27H78N6O9
Method: DFT, the ωB97M-V functional and the def2-TZVPD basis

Output
SMILES: COC[C@H](C)N.COC[C@H](C)N.COC[C@H](C)N.COC[C@H](C)N.COC[C@H](C)N.COC[C@H](C)N.CO.CO.CO
Charge: 0
E_tot: -56627.9285 eV
Largest force on an atom: 2.06 eV/Å

The geometry in XYZ format:
```
120
Properties=species:S:1:pos:R:3:forces:R:3
O -3.57714 37.04551 15.56662 -0.2 0.2 0.1
O -4.79577 34.83389 19.89018 0.3 -0.2 -0.1
O 1.06329 32.27974 14.86534 0.1 0.1 -0.1
O -4.19443 26.21985 17.18519 -0.5 0.1 -0.5
O -3.49646 31.83290 12.12115 0.6 -0.2 0.0
O -3.29409 28.16061 21.24609 0.2 -0.2 -0.2
O -7.23422 33.97707 14.62240 0.6 -0.2 0.4
O -3.38486 32.27839 17.06205 0.1 0.1 0.4
O 0.42272 33.35802 21.03886 0.3 0.3 -0.4
N -5.22043 28.56873 12.27325 0.3 -0.2 0.4
N -1.27340 32.92755 18.83634 1.2 0.2 -0.5
N -2.22676 23.33587 16.03540 0.0 0.9 0.0
N -0.40888 26.07486 22.38850 -0.4 0.1 -0.4
N -7.54208 34.67152 20.58231 0.7 -0.7 -0.4
N -4.44672 33.66195 14.41856 0.3 -0.7 0.6
C -4.18293 29.79232 14.11724 1.0 -0.3 0.3
C -4.27036 31.36839 17.67729 -0.1 -0.9 -0.7
C -3.83971 30.52601 11.72433 -1.0 -0.6 0.2
C -4.80161 29.90214 12.74660 -0.8 0.4 -0.4
C 0.80707 32.33777 20.13389 0.7 0.2 -0.3
C -7.72725 32.64731 14.67630 0.3 0.6 -0.1
C -2.50753 27.29301 22.06472 -0.4 0.4 0.0
C -5.74772 34.45858 18.91931 -0.4 0.3 0.4
C -2.95393 29.50972 21.44913 0.5 0.1 0.3
C -4.50306 35.70158 13.14397 1.2 0.4 -0.1
C -0.09748 30.82874 18.22783 0.8 0.1 -0.2
C -0.38168 31.85746 19.31883 -1.4 -1.3 0.8
C -1.07024 27.12314 21.58697 0.4 -0.3 -0.4
C -0.30379 32.63153 14.86579 -1.0 0.0 0.1
C -4.19243 23.23440 17.44096 -0.9 1.0 -0.3
C -2.48963 32.37139 11.28024 -0.1 0.4 0.1
C -0.42151 32.93385 22.07985 0.2 -0.2 0.5
C -4.22221 35.79968 15.62104 -0.2 -0.9 -0.3
C -7.90000 33.29071 18.55162 0.3 -0.7 -0.5
C -3.03073 25.45657 17.04732 0.0 -1.0 -0.2
C -3.71560 35.55619 19.33713 -0.3 -0.2 0.5
C -3.42194 24.09991 16.46059 0.0 -0.8 0.1
C -6.90185 33.75261 19.62034 -0.1 0.0 -0.7
C -0.99726 26.82536 20.07454 0.0 0.9 0.4
C -4.06462 27.46601 17.83298 0.6 -0.3 0.0
C -3.86403 35.00539 14.36390 -1.1 0.3 -0.7
C -3.84681 37.82365 16.69839 0.1 0.7 0.8
H -3.78651 27.34550 18.88532 -0.2 0.0 0.1
H -4.42815 22.28683 16.95905 0.1 -0.3 0.4
H -0.95477 30.67972 17.57238 -0.1 0.0 0.1
H -1.02095 31.33689 20.04278 0.0 -0.1 -0.1
H -5.02727 27.96316 17.74913 0.0 0.1 0.0
H -2.53986 27.72308 23.07065 0.3 -0.3 0.2
H -1.40695 32.60718 21.73288 0.0 0.1 0.0
H 1.60462 32.69956 19.47428 -0.3 0.7 0.0
H -8.23778 34.12715 21.07869 -0.3 0.4 0.0
H 1.13870 31.34541 14.66196 0.0 0.0 0.0
H -5.90598 28.64395 11.53039 0.1 0.1 -0.1
H -8.38300 34.14520 18.07353 -0.1 0.0 0.1
H -3.70499 23.16506 18.41154 0.2 -0.4 -0.1
H -7.98631 35.36766 19.99127 -0.4 0.1 0.4
H -0.48058 33.63336 14.47050 0.5 0.1 0.0
H -3.26697 28.05982 17.36789 -0.2 0.1 -0.1
H 0.52637 25.98124 22.00218 0.1 -0.1 0.3
H -6.24334 33.92161 14.53498 -0.5 -0.1 -0.1
H -2.51409 22.44129 15.66070 0.0 0.0 0.0
H 0.19248 29.86108 18.64189 -0.2 0.0 0.2
H -6.46874 32.88347 20.12218 -0.2 0.1 0.3
H -3.57783 30.14733 20.82761 -0.1 -0.1 0.0
H -3.66241 30.68378 14.47349 -0.2 0.3 -0.3
H -6.16943 35.33933 18.40927 0.1 0.2 0.0
H -2.97143 29.86954 11.60803 0.2 0.1 0.1
H -1.49161 27.64450 19.54747 -0.1 -0.2 -0.2
H -1.77581 31.60346 10.97731 0.0 0.0 -0.1
H -0.53422 33.76048 22.77977 -0.1 0.2 -0.2
H -0.87261 25.19991 22.14544 0.1 0.0 0.2
H -1.47117 25.87825 19.82067 -0.1 0.0 0.1
H -4.09435 33.14914 15.23036 -0.1 0.3 0.2
H -5.71989 28.14512 13.05033 0.1 -0.2 -0.1
H -7.07895 31.94269 15.21352 0.2 0.2 -0.1
H -2.30041 25.83523 16.31986 0.0 0.8 0.3
H -1.78795 23.83935 15.26761 0.1 -0.2 0.1
H -3.14690 37.58251 17.50549 0.0 0.1 -0.1
H -1.46931 33.54561 19.61846 -0.1 0.0 0.0
H -4.05129 36.55435 19.04300 0.1 -0.1 -0.1
H -7.42844 32.72412 17.73902 0.3 0.2 0.1
H -5.29139 33.83589 18.14359 0.0 -0.1 0.0
H -5.14243 23.75230 17.61407 0.0 -0.2 0.1
H -2.94604 32.84919 10.40982 0.1 -0.2 -0.2
H -4.36816 30.54317 10.76381 0.1 0.1 -0.2
H -0.73159 32.60664 15.87367 0.1 0.0 0.0
H 0.03498 32.12653 22.66800 0.0 -0.2 -0.2
H 1.35725 31.55956 20.67755 -0.6 -0.5 0.1
H -1.93563 33.14765 11.80944 -0.1 0.0 0.2
H -0.53130 28.04880 21.80605 0.0 0.0 -0.2
H -0.93695 31.97909 14.25543 0.2 -0.2 0.0
H -2.96102 35.65167 20.11852 0.0 0.1 0.0
H -2.77827 34.92704 14.25048 0.1 0.4 0.0
H -5.16436 31.34269 17.05309 -0.3 0.2 0.3
H -1.90171 29.71562 21.21521 0.0 -0.1 -0.2
H -5.58524 35.79445 13.19729 -0.1 -0.3 0.2
H -2.58081 25.30975 18.03260 0.4 0.0 -0.1
H -4.52859 31.55602 18.72149 0.0 0.5 0.0
H -4.85041 29.50484 14.92968 -0.3 -0.1 -0.2
H -3.96747 35.19283 16.50310 0.2 0.3 0.0
H -0.69391 33.48737 18.20483 -0.3 0.2 0.0
H -2.65243 32.46867 17.69093 -0.1 0.0 0.0
H -3.90469 30.33308 17.62786 0.3 0.1 0.1
H 0.74995 31.10802 17.59252 -0.1 0.3 -0.1
H 0.03673 26.80851 19.72585 0.1 -0.1 0.1
H -4.08616 33.09293 13.64922 -0.4 0.3 -0.2
H -3.05441 29.78058 22.50816 -0.3 0.1 0.0
H -8.65979 32.67220 15.24040 -0.2 -0.1 -0.4
H -3.02299 26.33083 22.07824 0.0 0.0 -0.1
H -4.21841 35.17217 12.23188 -0.2 -0.1 0.0
H -4.08308 24.29438 15.60732 0.0 0.2 0.0
H -7.83768 32.30320 13.64386 -0.4 -0.4 0.2
H -4.85494 37.73592 17.12293 -0.1 -0.5 -0.3
H -3.39485 29.03239 14.04179 -0.1 -0.1 0.1
H -5.30989 35.95001 15.65679 0.0 -0.1 -0.1
H -3.76880 38.89275 16.49391 0.4 -0.1 -0.4
H -3.27358 35.00804 18.49868 0.0 0.2 -0.1
H -8.65182 32.58933 18.91961 -0.1 0.3 0.4
H -4.08883 36.70971 13.05741 -0.1 0.0 0.0
H -5.72308 30.49603 12.76410 0.3 0.6 0.3
```
Positions in Å, forces in eV/Å.


Molecular formula: C32H53BN9O7P2SbTeTl
Method: DFT, the ωB97M-V functional and the def2-TZVPD basis

Output
Charge: -2
E_tot: -99571.8167 eV
<S²>: 0.796
Largest force on an atom: 1.34 eV/Å
Spin multiplicity: 2

The geometry in XYZ format:
```
107
Properties=species:S:1:pos:R:3:forces:R:3
Tl 0.04317 0.42154 0.25261 0.0 -0.3 -0.1
Te 3.31308 1.34601 -1.34924 0.7 0.3 0.1
Sb 0.95731 -3.08194 -2.02750 0.3 -0.7 -1.0
P 0.19447 -1.21585 3.98744 0.9 -0.6 0.8
P 1.53918 -2.79041 1.76795 -0.6 0.2 0.2
O 0.28030 -2.31820 2.66689 0.4 0.3 -0.1
O 1.99804 0.42278 2.76879 0.2 -0.4 0.3
O 0.61004 0.24704 3.12466 -0.2 0.3 -0.8
O 0.83034 -4.09913 1.09166 0.0 0.1 0.1
O 2.73566 -3.17205 2.53870 0.1 -0.2 0.0
O 1.69372 -1.74309 0.67410 0.2 0.4 0.2
O -1.27641 -0.99978 4.13194 -0.6 0.2 -0.2
N -3.06025 -1.34147 -0.97265 -0.1 -0.3 0.4
N -3.22022 1.15737 -1.52973 0.0 0.0 0.2
N -0.77174 2.60172 2.17954 0.1 0.0 -0.2
N -2.13013 -1.23382 0.02460 -0.2 0.3 -0.4
N -2.12680 -0.38094 -3.17089 -0.1 0.0 -0.2
N -2.31585 2.07735 -1.91735 0.1 0.1 -0.2
N -4.59022 -0.45441 -2.82081 -0.3 0.1 0.1
N -5.06074 -1.64784 -3.22554 0.0 -0.2 -0.3
N -0.82897 -0.26020 -2.85752 0.3 0.1 0.3
C -4.55628 2.04878 3.80013 0.3 0.0 -0.1
C 5.04601 2.65849 -1.44843 -0.3 -0.1 0.0
C -5.40321 0.54093 -3.24382 -0.1 0.0 -0.1
C 1.45379 3.34385 1.66652 -0.2 -0.1 0.1
C -0.29036 5.04534 2.07263 -0.2 -0.1 0.1
C 1.95035 -5.04958 -1.89496 -0.3 0.2 0.2
C 1.04146 -6.20837 -1.50154 0.0 0.1 0.0
C -6.44982 -0.02684 -3.93409 0.0 0.0 -0.1
C 2.78926 -2.54978 -4.58983 0.0 0.0 0.1
C -1.07032 -0.05677 -5.08170 0.0 -0.1 -0.1
C -2.68994 3.22010 -1.36634 0.0 -0.1 -0.1
C -2.30211 -0.26697 -4.50599 0.0 0.0 -0.2
C -4.59345 -0.28128 2.82712 0.1 0.0 0.0
C -0.12758 -3.66067 -3.87522 0.1 0.2 0.3
C 0.19335 3.64033 2.48850 0.3 0.5 0.1
C 4.25811 0.11072 0.10978 -0.1 -0.1 0.0
C -3.92276 1.04374 3.06840 -0.3 -0.1 0.1
C -2.66112 1.27262 2.57037 0.3 0.1 -0.2
C -2.26999 -2.29860 0.79896 0.0 0.1 0.0
C -0.18226 -0.05990 -3.99443 -0.1 0.0 0.1
C -3.89596 3.24895 4.07342 0.0 0.1 0.1
C -2.61655 3.45352 3.60264 0.0 0.1 0.1
C -4.16103 1.72679 -0.74243 0.0 -0.1 0.2
C 0.57806 3.60145 3.97793 -0.2 -0.2 -0.1
C -4.57455 4.32735 4.88523 0.1 0.0 -0.1
C -6.17940 -1.40481 -3.88824 0.1 0.1 0.0
C -3.76084 -2.48957 -0.80006 0.0 0.0 0.1
C -1.58424 -3.97117 -3.53545 0.1 0.0 0.0
C -3.28929 -3.12957 0.32112 -0.1 -0.1 -0.1
C -1.95282 2.48816 2.78581 -0.7 0.0 0.3
C 2.78673 -2.40598 -3.07418 -0.3 0.2 0.2
C -3.86503 3.06233 -0.61328 -0.1 0.0 0.2
B -3.23169 -0.28404 -2.09497 0.5 -0.1 0.0
H 5.22117 3.11475 -0.47681 -0.1 0.0 0.0
H -2.15280 0.48866 2.02961 0.0 -0.1 0.0
H -4.71476 -0.46920 1.75763 0.0 0.0 0.0
H 5.22774 -0.22437 -0.25184 0.0 0.1 -0.1
H -7.28077 0.47281 -4.40227 0.0 0.0 0.0
H -0.08554 -2.81125 -4.56036 0.0 0.0 0.0
H -2.11259 4.11190 -1.55020 0.1 0.0 0.1
H 4.85357 3.43877 -2.18257 0.0 0.0 0.0
H -4.39804 3.79860 -0.03500 0.0 0.0 0.0
H -1.13849 5.39233 2.65987 0.1 0.1 -0.1
H 3.58870 -3.00306 -2.63492 0.0 0.0 0.1
H -4.98130 1.15664 -0.33706 0.0 -0.1 0.0
H 0.52679 5.75940 2.19103 0.0 0.0 0.0
H 0.88600 0.09100 -4.00289 0.1 -0.1 0.1
H 4.35912 0.65485 1.04540 0.0 0.1 0.0
H -2.06530 -3.09706 -3.09322 -0.1 -0.1 0.0
H 2.42281 -5.24472 -2.86273 0.0 0.1 0.0
H -0.02765 -3.78114 0.76652 0.1 -0.2 -0.1
H 2.61599 -3.58759 -4.88325 0.0 0.0 -0.1
H -3.95445 4.62505 5.73291 0.0 0.0 0.0
H -1.65191 -4.78426 -2.80719 -0.1 0.0 0.0
H 1.21285 3.35499 0.60236 0.1 0.0 0.0
H 2.00847 -1.93609 -5.04266 0.0 0.0 -0.1
H 1.41678 4.27467 4.16603 0.0 0.0 0.0
H 0.86671 2.57996 4.23148 0.0 0.0 0.0
H -5.18568 1.57451 -3.03662 0.0 0.0 0.0
H 3.60198 -0.74552 0.25615 0.0 -0.1 0.1
H -4.53862 -2.76786 -1.48518 0.0 0.0 0.0
H 3.75111 -2.23422 -5.00916 0.0 0.0 0.0
H -5.55819 1.88985 4.18505 0.0 0.0 0.0
H 1.84256 2.36149 1.93296 0.0 0.1 -0.1
H -6.74838 -2.21923 -4.30890 0.0 0.0 0.0
H -2.14450 4.39228 3.85384 0.0 -0.1 0.0
H -2.16398 -4.25631 -4.42016 0.0 0.0 0.0
H 0.35413 -4.51243 -4.36374 0.1 0.0 0.1
H -5.57468 -0.32090 3.30271 0.0 0.0 0.0
H 2.96343 -1.36798 -2.79475 0.1 0.0 0.0
H 2.22527 4.09302 1.86355 0.0 0.0 0.0
H 1.59124 -7.15606 -1.49695 -0.1 0.0 0.0
H -0.25526 3.88732 4.61929 0.1 0.0 0.0
H 2.73181 -4.92278 -1.14219 0.0 0.0 0.0
H -3.97237 -1.08232 3.22988 0.1 0.0 0.0
H 2.17810 -0.30106 2.13556 -0.2 -0.1 0.0
H -0.59092 5.03150 1.02480 0.0 0.0 -0.1
H 0.20234 -6.30808 -2.19609 0.0 -0.1 0.0
H 5.92665 2.09433 -1.74803 -0.1 -0.1 0.0
H -3.63603 -4.05806 0.74152 0.0 0.0 0.0
H -0.83772 0.06165 -6.12662 0.0 0.0 0.0
H -1.65590 -2.41086 1.68268 0.0 0.1 0.0
H -5.53623 3.98440 5.26712 0.0 0.0 0.0
H -4.74613 5.21711 4.27468 0.0 0.0 0.0
H 0.64203 -6.04414 -0.50085 0.0 0.0 0.0
H -3.27508 -0.35575 -4.96070 0.0 0.0 0.1
```
Positions in Å, forces in eV/Å.


Molecular formula: C4H35O17
Method: DFT, the ωB97M-V functional and the def2-TZVPD basis

Output
Charge: -1
E_tot: -39525.2872 eV
Largest force on an atom: 8.17 eV/Å

The geometry in XYZ format:
```
56
Properties=species:S:1:pos:R:3:forces:R:3
O -3.39525 1.96037 1.39554 0.9 1.3 0.1
O -1.70212 3.92641 1.65490 2.1 -0.7 3.2
O 1.49549 -2.09258 2.29802 -0.3 -2.2 1.3
O -2.65214 -1.48248 -0.40442 1.3 0.6 -1.2
O -0.44423 -0.79024 3.18301 -2.7 -1.3 -0.1
O 3.56131 -0.80675 3.63150 4.6 -1.6 1.0
O 2.61381 0.32831 0.50440 0.2 -1.2 -2.8
O 4.73599 -1.73819 0.77518 1.3 -1.2 0.1
O -1.35662 -3.90825 -0.98752 1.2 1.0 1.0
O 0.34606 2.41014 -2.65374 -0.2 -0.3 -1.2
O -4.02218 -0.06612 -2.31231 -0.6 -0.8 -1.0
O -2.34634 -2.23126 -3.17989 0.1 -0.3 1.3
O 2.28115 3.63191 1.63566 -2.2 3.0 -7.3
O 0.83737 -2.64110 -1.87361 -3.2 1.0 0.5
O -2.48168 2.52087 -1.50134 -1.1 -0.5 1.9
O -1.41230 0.17436 0.90469 1.4 0.2 -0.4
O 0.32916 1.30272 1.63780 1.0 0.5 0.8
C 1.70908 -0.08664 -0.64367 0.3 -2.9 3.0
C 0.39640 0.70393 -0.61531 0.6 0.1 -0.6
C 2.43114 -0.23415 -1.93736 -1.8 -0.3 -2.3
C -0.21525 0.67668 0.73146 -3.3 -0.5 0.2
H -0.78636 3.95762 1.32416 -0.4 0.1 -0.5
H 2.52786 3.48276 2.44096 2.2 -1.9 7.3
H -0.22708 0.30491 -1.48131 0.5 0.8 1.4
H 2.52031 -1.29742 -2.19371 0.5 0.5 0.2
H -1.44144 3.53077 2.58195 -1.0 1.1 -2.3
H -2.87462 -2.50711 -2.39934 0.1 0.2 -0.9
H 2.10268 0.95505 0.97395 -1.0 0.9 1.2
H 0.22893 -3.28717 -1.43994 1.1 -0.1 -0.6
H -2.70114 2.70778 1.53030 -1.6 -1.6 -0.6
H -1.54053 -2.02558 -2.66218 0.0 0.0 -0.9
H 3.35621 0.24106 -2.01135 1.6 0.9 0.2
H 1.81762 0.14795 -2.80634 0.5 -0.1 1.0
H 2.14623 2.84367 1.13407 -0.1 -0.8 0.0
H -3.25497 -1.75758 0.25390 -1.1 -0.3 1.1
H 2.84219 -0.27940 3.57824 -3.7 2.2 -0.5
H 4.09603 -1.49384 0.12996 -0.8 0.6 -0.4
H 1.50866 -1.24799 -0.38173 -0.3 2.9 -0.3
H -2.84672 1.16046 1.42453 0.1 0.1 0.0
H -4.16587 -0.91914 -2.78891 0.1 1.3 0.2
H 0.41650 3.28761 -2.28440 -0.4 0.3 0.1
H -2.17211 -0.62662 -0.02446 0.1 -1.1 0.2
H 1.66410 -1.39385 1.71896 0.6 1.8 -1.6
H 1.69370 -2.90001 -2.08607 1.8 -1.5 -0.2
H -1.67349 -3.02855 -0.67868 -0.2 -0.3 0.1
H -1.11103 -0.62417 2.44992 0.6 -0.6 0.7
H 0.67768 -1.79270 2.76837 0.5 -0.1 -0.3
H 0.54376 1.82810 -0.62477 0.2 -1.5 -0.9
H 4.56987 -1.22056 1.55355 -0.3 0.7 0.3
H -2.10281 -4.39711 -1.26270 -1.1 -0.7 -0.5
H -2.96042 2.17716 -2.28234 -0.2 -0.1 1.1
H -0.13707 0.08449 3.20908 1.2 2.1 0.4
H -3.27355 -0.33177 -1.77204 0.1 0.1 0.4
H -0.59194 2.13279 -2.61412 0.6 0.7 0.4
H -2.98964 2.29375 -0.59620 1.2 0.4 -2.8
H 3.42964 -1.56334 3.07566 -0.9 -0.6 -0.3
```
Positions in Å, forces in eV/Å.


Molecular formula: C15H28BrMoN5O3Se2
Method: DFT, the ωB97M-V functional and the def2-TZVPD basis

Output
Charge: +4
E_tot: -232155.6950 eV
Largest force on an atom: 0.28 eV/Å

The geometry in XYZ format:
```
55
Properties=species:S:1:pos:R:3:forces:R:3
Mo 0.21603 0.07174 -1.12960 -0.1 -0.2 0.2
Br 2.63690 -0.91795 -1.23310 0.0 0.0 0.0
Se -1.94273 0.46549 -2.52944 0.0 -0.1 0.0
Se 0.95380 1.55938 -3.09616 0.0 0.1 -0.2
O 1.41775 -5.63652 -3.07898 0.0 0.0 0.0
O -0.45007 -0.31530 0.49188 0.0 0.1 0.0
O -0.76620 -0.15873 2.73628 0.0 0.0 0.0
N 2.90724 3.53731 6.49309 0.0 0.0 0.0
N 0.50738 1.97555 0.26369 0.0 0.0 0.0
N 0.74923 3.04111 5.77460 0.0 0.0 0.0
N 1.10586 4.58750 7.44743 0.0 0.0 0.0
N 0.25233 -1.87158 -1.95878 0.0 0.0 0.0
C -0.67475 -2.76066 -2.42229 0.0 0.1 0.0
C -0.37178 1.88369 1.45865 0.0 0.0 0.0
C -0.55410 2.62593 -3.78569 0.0 0.0 0.0
C 0.98915 -4.46100 -2.73937 0.0 0.0 0.0
C 2.49545 2.74826 -3.27040 0.0 0.0 0.1
C -0.35390 -4.02930 -2.80630 0.0 0.0 0.0
C 1.59350 3.71381 6.57798 0.0 0.0 0.0
C -0.55247 0.40809 1.73914 0.0 0.0 0.1
C 0.02672 2.66640 2.71582 0.0 0.0 0.0
C 1.30403 2.20378 3.45160 0.0 0.0 0.0
C 1.08911 1.88699 4.94210 0.0 0.0 0.0
C -1.80476 2.36436 -2.97486 0.0 0.1 0.0
C 1.51829 -2.33621 -1.90810 0.0 0.1 0.0
C 1.97413 -3.55251 -2.26319 0.0 0.0 0.0
C -3.37662 0.54257 -1.20668 0.0 0.0 0.0
H 0.34289 2.85871 -0.21059 0.0 0.0 0.0
H 1.71206 5.12868 8.04473 0.0 0.0 0.0
H 0.11607 4.70304 7.59412 0.0 0.0 0.0
H 2.65938 2.84771 -4.34080 0.0 0.0 0.0
H -2.69478 2.61603 -3.55363 0.0 0.0 0.0
H 0.73838 -6.25340 -3.40070 0.0 0.0 0.0
H 3.33952 2.25260 -2.79883 0.0 0.0 0.0
H -0.22912 3.18082 5.97211 0.0 0.0 0.0
H -1.13150 -4.69363 -3.16138 0.0 0.0 0.0
H -1.69810 -2.41683 -2.47233 0.0 0.0 0.0
H 2.26910 3.70190 -2.80330 0.0 0.0 0.0
H 3.32001 2.87006 5.86732 0.0 0.0 0.0
H -1.36223 2.23464 1.14924 0.0 0.0 0.0
H -0.83793 2.59094 3.37923 0.0 0.0 0.0
H 0.09615 3.71981 2.44047 0.0 0.0 0.0
H 1.97576 1.39474 5.34218 0.0 0.0 0.0
H 0.27903 1.16581 5.04940 0.0 0.0 0.0
H -1.82024 2.91544 -2.03630 0.0 0.0 0.0
H 3.53081 3.98983 7.14385 0.0 0.0 0.0
H 3.01231 -3.85097 -2.19715 0.0 0.0 0.0
H 2.08512 2.95899 3.34915 0.0 0.0 0.0
H -3.43021 -0.42906 -0.72206 0.0 0.0 0.0
H -0.65392 2.32838 -4.82759 0.0 0.0 0.0
H 1.70288 1.28359 3.00869 0.0 0.0 0.0
H -0.26215 3.67366 -3.73758 0.0 0.0 0.0
H -3.18367 1.33893 -0.49408 0.0 0.0 0.0
H -4.29050 0.73366 -1.76613 0.0 0.0 0.0
H 1.47869 2.01686 0.57315 0.0 0.0 0.0
```
Positions in Å, forces in eV/Å.